Entry 1:
The following is a DFT calculation (ωB97M-V with the def2-TZVPD basis set) of a structure of composition C32H43Cl2N2OP3Re.

Atoms and positions in Å:
P: 0.42 1.89 -1.89
C: -0.36 2.01 -3.41
C: -0.99 3.25 -3.67
H: -1.12 3.96 -2.85
C: -1.38 3.55 -4.97
H: -1.86 4.51 -5.17
C: -1.18 2.61 -6.00
H: -1.50 2.86 -7.01
C: -0.58 1.38 -5.73
H: -0.43 0.65 -6.54
C: -0.17 1.06 -4.44
H: 0.30 0.10 -4.21
C: -0.33 2.85 -0.62
C: -1.73 2.83 -0.42
H: -2.38 2.25 -1.07
C: -2.28 3.60 0.60
H: -3.36 3.57 0.78
C: -1.45 4.42 1.38
H: -1.88 5.03 2.18
C: -0.08 4.47 1.15
H: 0.57 5.13 1.74
C: 0.49 3.68 0.16
H: 1.57 3.73 -0.05
C: 2.15 1.85 -1.87
C: 2.70 2.97 -2.53
H: 2.01 3.68 -3.01
C: 4.07 3.15 -2.56
H: 4.47 4.03 -3.07
C: 4.91 2.20 -1.96
H: 5.99 2.36 -1.99
C: 4.38 1.07 -1.33
H: 5.05 0.34 -0.88
C: 3.00 0.87 -1.29
H: 2.58 -0.03 -0.85
Re: -0.74 -2.18 0.13
C: -0.54 -1.72 2.14
C: -0.19 -0.52 2.61
H: -0.72 -2.54 2.81
C: 0.14 0.55 1.57
O: 1.60 0.84 1.68
H: 1.90 1.24 0.84
C: -0.23 -0.11 0.29
H: -0.46 1.49 1.75
C: -0.31 -0.77 -0.88
Cl: -1.28 -4.34 1.00
Cl: -1.13 -3.25 -2.13
P: -3.00 -1.84 0.14
C: -4.04 -3.30 -0.25
H: -4.01 -4.00 0.59
H: -3.63 -3.79 -1.13
H: -5.06 -2.97 -0.43
C: -3.73 -1.30 1.73
H: -3.27 -0.36 2.06
H: -3.53 -2.07 2.49
H: -4.81 -1.17 1.62
C: -3.63 -0.60 -1.04
H: -3.13 -0.74 -2.00
H: -3.42 0.41 -0.67
H: -4.71 -0.75 -1.15
P: 0.07 -0.03 4.37
C: -0.68 -1.24 5.42
C: -0.72 1.58 4.51
H: -0.20 -2.21 5.27
H: -1.75 -1.32 5.22
H: -0.54 -0.92 6.46
H: -0.28 2.30 3.81
H: -0.60 1.95 5.53
H: -1.80 1.48 4.29
C: 1.83 0.12 4.61
H: 2.29 -0.88 4.51
H: 2.03 0.52 5.60
H: 2.24 0.77 3.83
H: -0.19 -0.91 -1.97
C: 3.33 -5.58 0.74
N: 2.47 -5.09 -0.34
C: 2.32 -5.97 -1.51
C: 1.74 -4.04 -0.20
N: 1.16 -3.00 -0.13
H: 4.08 -6.23 0.30
H: 2.77 -6.13 1.50
H: 3.84 -4.72 1.23
H: 1.46 -6.64 -1.40
H: 2.18 -5.36 -2.42
H: 3.23 -6.56 -1.60

DFT total energy ... -93934.518 eV
Net charge ... +2
Expectation value of S² ... 3.80
E_LUMO (spin up / spin down) ... -4.77 / -6.83 eV
2S+1 ... 4

These are the Mulliken partial charges, in e, on atoms 1 to 4: 0.388 1.013 -0.065 0.383



Entry 2:
The following is a DFT calculation (ωB97M-V with the def2-TZVPD basis set) of the ion C5H8N with charge +1.

Atoms and positions in Å:
C: -3.25 0.37 -0.08
N: -2.15 -0.11 0.02
C: -1.01 -0.69 0.05
C: 0.20 0.12 0.11
C: 1.41 -0.38 -0.16
C: 2.75 0.25 0.00
H: -3.72 0.99 0.81
H: -4.02 0.24 -0.97
H: -1.18 -1.83 0.16
H: 0.17 1.23 0.30
H: 1.62 -1.32 -0.46
H: 2.61 1.26 0.25
H: 3.25 -0.07 -0.96
H: 3.32 -0.06 0.94

DFT total energy ... -6794.820 eV
Net charge ... +1
SMILES ... C=[N+]=C/C=C/C
Relative energy (zero: lowest compared OMol25 entry of this formula, charge and spin) ... 3.268 eV
E_LUMO ... -5.39 eV

These are the Mulliken partial charges, in e, on atoms 1 to 4: -0.192 0.078 -0.009 -0.275



> Which value of net charge does entry 1 give?

+2